# C30H42IrN4OS3

C30H42IrN4OS3 as an isolated structure (ωB97M-V/def2-TZVPD, the Open Molecules 2025 dataset).

LUMO energy (alpha / beta)	-0.247 / -0.317	hartree
energy above the lowest of the compared OMol25 structures with the same formula, charge and spin	0.662	eV
frontier orbital gap (alpha / beta)	0.240 / 0.171	hartree
largest force on an atom	0.484	eV Å⁻¹

Structure (ORCA input):
```
! RIJCOSX wB97M-V def2-TZVPD def2/J DEFGRID3
* xyz 2 2
Ir 0.082 -0.566 0.850
C -0.413 2.225 1.614
N -0.220 0.888 2.275
C -1.535 0.514 2.942
C -1.639 -0.980 3.106
N -1.529 -1.604 1.752
C -1.251 -3.067 1.884
C -2.798 -1.469 0.993
C -3.988 -1.957 1.518
C -5.147 -1.895 0.763
C -5.113 -1.356 -0.519
C -3.926 -0.869 -1.035
C -2.756 -0.922 -0.279
S -1.266 -0.226 -0.922
C 0.847 0.967 3.292
C 0.968 2.052 4.130
C 1.954 2.059 5.118
C 2.816 0.980 5.287
C 2.705 -0.110 4.450
C 1.733 -0.121 3.431
S 1.667 -1.414 2.326
H -0.820 2.933 2.335
H -1.114 2.096 0.797
H 0.533 2.597 1.228
H -2.326 0.863 2.275
H -1.618 1.040 3.893
H -2.584 -1.238 3.584
H -0.835 -1.372 3.726
H -2.065 -3.558 2.417
H -0.325 -3.222 2.432
H -1.171 -3.498 0.888
H -4.024 -2.399 2.506
H -6.073 -2.275 1.172
H -6.016 -1.311 -1.112
H -3.896 -0.437 -2.027
H 0.311 2.907 4.053
H 2.034 2.920 5.768
H 3.568 1.000 6.063
H 3.367 -0.961 4.543
C 6.028 -0.654 -0.352
C 5.043 -0.092 -1.366
N 3.869 0.538 -0.742
C 4.044 1.911 -0.236
C 4.148 1.989 1.281
C 2.723 -0.106 -0.576
C 2.613 -1.527 -1.055
N 1.674 0.468 -0.016
H 6.834 -1.172 -0.870
H 5.545 -1.366 0.320
H 6.476 0.136 0.250
H 4.713 -0.860 -2.060
H 5.524 0.674 -1.973
H 3.230 2.538 -0.609
H 4.954 2.292 -0.694
H 3.252 1.587 1.756
H 4.249 3.031 1.585
H 5.011 1.440 1.656
H 2.706 -1.543 -2.143
H 1.630 -1.937 -0.829
H 3.380 -2.174 -0.631
H 1.765 1.475 0.083
C 3.710 -0.727 -6.196
C 2.924 0.065 -5.190
C 1.598 -0.251 -4.900
C 0.871 0.490 -3.979
C 1.475 1.565 -3.342
C 2.794 1.898 -3.609
C 3.505 1.151 -4.534
S 0.540 2.523 -2.160
C -0.226 3.655 -3.319
O 1.522 3.317 -1.347
H 3.096 -1.490 -6.671
H 4.563 -1.222 -5.729
H 4.104 -0.075 -6.976
H 1.124 -1.081 -5.411
H -0.161 0.233 -3.770
H 3.238 2.754 -3.112
H 4.527 1.425 -4.770
H 0.548 4.167 -3.888
H -0.809 4.366 -2.736
H -0.879 3.085 -3.979
*
```

From a Mulliken analysis of the wavefunction, the atomic charges in e read: Ir 1.56; C -1.42; N -0.19; C -0.81; C -0.69; N 0.03; C -1.01; C -0.47; C -0.63; C -1.00; C -0.69; C -0.56; C 0.84; S -0.10; C -0.58; C -0.49; C -0.88; C -0.82; C -0.65; C 1.30; S -0.45; H 0.60; H 0.52; H 0.38; H 0.68; H 0.50; H 0.57; H 0.66; H 0.40; H 0.46; H 0.35; H 0.38; H 0.43; H 0.43; H 0.50; H 0.45; H 0.48; H 0.48; H 0.53; C -1.23; C -0.91; N 1.05; C -0.98; C -0.73; C 0.89; C -2.02; N 1.38; H 0.44; H 0.24; H 0.32; H 0.49; H 0.45; H 0.04; H 0.74; H -0.14; H 0.46; H 0.30; H 0.39; H 0.19; H 0.39; H -0.83; C -1.48; C 0.90; C -0.97; C -0.55; C 0.45; C -0.66; C -0.70; S 0.90; C -1.20; O -0.80; H 0.39; H 0.32; H 0.37; H 0.39; H 0.38; H 0.49; H 0.53; H 0.40; H 0.44; H 0.39